1.
This record from the OMol25 dataset describes a molecular structure, C23H26BrFIrN2O11P2. The level of theory is the ωB97M-V functional and the def2-TZVPD basis.

Values from the calculation:
Spin multiplicity: 2
Lowest unoccupied orbital energy (alpha / beta) (eV): -0.55 / -2.30
Molecular weight (g/mol): 859.53
HOMO (alpha / beta) (hartree): -0.3016 / -0.3005
Total energy (eV): -143956.4069
Gap between HOMO and LUMO (alpha / beta) (eV): 7.7 / 5.9
Largest force on an atom (eV/A): 2.591

Each line ends with the natural charge from an NBO analysis.
Atoms and positions in Å:
Ir1 -0.54 -0.82 1.47  1.570
N1 0.55 2.26 -1.56  -0.707
C1 0.41 0.95 -2.33  -0.640
C2 0.30 1.20 -3.82  -0.641
P1 1.88 -0.07 -1.84  2.400
O1 2.94 1.18 -1.93  -1.049
O2 2.18 -1.12 -2.82  -1.125
O3 1.58 -0.38 -0.41  -1.204
P2 -1.06 0.12 -1.59  2.402
O4 -2.21 1.12 -2.12  -1.018
O5 -1.25 -1.27 -2.04  -1.101
O6 -0.99 0.46 -0.07  -1.111
H1 1.53 2.57 -1.60  0.466
H2 0.31 2.06 -0.58  0.471
H3 -0.08 2.98 -1.92  0.425
H4 1.20 1.69 -4.19  0.227
H5 -0.57 1.80 -4.07  0.213
H6 0.22 0.24 -4.31  0.270
H7 3.81 0.97 -1.54  0.524
H8 -2.98 0.63 -2.43  0.519
Br1 -1.05 1.09 2.91  0.384
C3 -2.94 0.91 2.74  -0.074
C4 -3.75 1.82 3.35  -0.246
C5 -5.15 1.64 3.24  -0.210
C6 -5.65 0.59 2.53  -0.170
C7 -4.80 -0.35 1.90  -0.063
C8 -5.32 -1.44 1.16  -0.202
C9 -4.49 -2.32 0.55  -0.190
C10 -3.08 -2.17 0.64  -0.242
C11 -2.53 -1.14 1.35  -0.122
C12 -3.39 -0.20 2.00  -0.051
H9 -3.34 2.65 3.91  0.227
H10 -5.81 2.36 3.72  0.222
H11 -6.73 0.46 2.45  0.217
H12 -6.40 -1.55 1.09  0.210
H13 -4.89 -3.15 -0.02  0.213
H14 -2.44 -2.87 0.14  0.233
F1 -0.59 -1.93 3.01  -0.506
O7 3.23 -1.45 1.85  -0.643
C13 2.58 -0.42 1.91  0.827
O8 1.35 -0.31 2.34  -0.874
C14 3.19 0.89 1.48  -0.124
C15 4.54 0.95 1.16  -0.190
C16 5.13 2.11 0.64  -0.276
C17 4.30 3.19 0.45  0.216
O9 4.58 4.41 -0.12  -0.483
C18 3.42 5.20 0.10  0.233
O10 2.34 4.30 0.36  -0.523
C19 2.95 3.13 0.77  0.255
C20 2.37 2.01 1.29  -0.257
H15 5.13 0.05 1.31  0.247
H16 6.18 2.16 0.38  0.231
H17 3.20 5.78 -0.79  0.172
H18 3.58 5.84 0.98  0.151
H19 1.32 1.96 1.53  0.221
C21 1.45 -4.41 -2.01  -0.410
N2 0.52 -4.11 -0.93  -0.355
C22 -0.55 -5.05 -0.67  -0.426
C23 0.59 -2.95 -0.32  0.569
O11 -0.25 -2.63 0.55  -0.642
H20 2.07 -5.28 -1.75  0.199
H21 2.08 -3.54 -2.20  0.260
H22 0.89 -4.64 -2.92  0.206
H23 -0.18 -6.07 -0.79  0.211
H24 -1.38 -4.89 -1.37  0.212
H25 -0.92 -4.92 0.35  0.238
H26 1.42 -2.31 -0.58  0.236

2.
This record from the OMol25 dataset describes a molecular structure, C23H26ClINO3PtS. The level of theory is the ωB97M-V functional and the def2-TZVPD basis.

Values from the calculation:
Spin multiplicity: 1
Lowest unoccupied orbital energy (alpha / beta) (eV): 1.82 / 1.83
Molecular weight (g/mol): 753.97
Net charge: -1
HOMO (alpha / beta) (hartree): -0.1585 / -0.1585
Total energy (eV): -66610.1846
Gap between HOMO and LUMO (alpha / beta) (eV): 6.1 / 6.1
Largest force on an atom (eV/A): 1.747

Each line ends with the natural charge from an NBO analysis.
Atoms and positions in Å:
Pt1 0.04 0.62 0.54  0.849
I1 0.49 -2.70 0.47  0.038
C1 1.51 -0.80 0.43  -0.620
H1 2.07 -0.80 -0.50  0.191
H2 2.18 -0.80 1.28  0.203
O1 -2.09 -0.22 -0.89  -0.988
S1 -2.84 0.18 0.33  1.268
C2 -4.42 -0.80 0.23  -0.638
C3 -4.09 -2.19 -0.18  0.066
C4 -3.43 -3.06 0.69  -0.234
C5 -3.05 -4.32 0.28  -0.197
C6 -3.33 -4.74 -1.02  -0.224
C7 -3.99 -3.89 -1.89  -0.210
C8 -4.36 -2.62 -1.48  -0.224
C9 -3.63 1.85 -0.11  -0.620
C10 -3.97 1.86 -1.55  0.046
C11 -5.26 1.64 -2.01  -0.253
C12 -5.52 1.46 -3.37  -0.228
C13 -4.47 1.50 -4.28  -0.225
C14 -3.18 1.75 -3.83  -0.198
C15 -2.93 1.93 -2.48  -0.195
H3 -5.08 -0.32 -0.49  0.230
H4 -4.84 -0.75 1.24  0.231
H5 -3.20 -2.72 1.70  0.225
H6 -2.52 -4.98 0.95  0.209
H7 -3.01 -5.73 -1.35  0.205
H8 -4.20 -4.21 -2.90  0.205
H9 -4.86 -1.96 -2.17  0.212
H10 -2.86 2.58 0.14  0.259
H11 -4.49 1.95 0.56  0.221
H12 -6.09 1.64 -1.31  0.204
H13 -6.53 1.28 -3.70  0.204
H14 -4.67 1.35 -5.33  0.204
H15 -2.36 1.80 -4.54  0.209
H16 -1.93 2.15 -2.14  0.239
Cl1 1.80 0.11 4.49  -0.088
C16 0.36 -0.94 4.32  -0.470
C17 -0.81 -0.11 3.75  0.763
O2 -1.51 0.53 4.53  -0.689
O3 -0.96 -0.20 2.49  -0.833
H17 0.13 -1.32 5.31  0.211
H18 0.62 -1.75 3.64  0.214
C18 -1.24 3.44 2.26  -0.639
C19 -0.56 3.69 0.95  0.095
C20 -0.34 4.91 0.32  -0.344
C21 0.38 4.64 -0.87  -0.327
C22 0.56 3.27 -0.93  0.085
C23 1.24 2.44 -1.97  -0.636
N1 -0.02 2.70 0.18  -0.681
H19 -2.30 3.70 2.21  0.196
H20 -0.78 4.04 3.05  0.214
H21 -1.16 2.39 2.54  0.244
H22 -0.67 5.87 0.68  0.198
H23 0.71 5.37 -1.60  0.195
H24 1.19 2.92 -2.95  0.208
H25 0.75 1.46 -2.02  0.217
H26 2.29 2.27 -1.72  0.203

3.
This record from the OMol25 dataset describes a single C23H26FN3O5 molecule. The level of theory is the ωB97M-V functional and the def2-TZVPD basis.

Values from the calculation:
Spin multiplicity: 1
Lowest unoccupied orbital energy (eV): 0.46
Molecular weight (g/mol): 443.47
SMILES string: CCOC(=O)N1CCC(N2C[C@]34C=C[C@H](O3)[C@@H](C(=O)Nc3ccc(F)cc3)[C@@H]4C2=O)CC1
HOMO (hartree): -0.3095
Total energy (eV): -41699.4019
Gap between HOMO and LUMO (eV): 8.9
Largest force on an atom (eV/A): 0.724

Each line ends with the natural charge from an NBO analysis.
Atoms and positions in Å:
C1 3.62 -3.29 6.77  -0.635
C2 2.96 -2.04 6.22  -0.068
H1 2.19 -1.66 6.90  0.186
H2 3.71 -1.26 6.03  0.200
O1 2.26 -2.30 5.00  -0.527
C3 3.02 -2.32 3.88  0.896
O2 4.21 -2.11 3.86  -0.664
N1 2.27 -2.61 2.79  -0.456
C4 0.84 -2.79 2.86  -0.204
H3 0.61 -3.79 3.25  0.197
C5 0.21 -2.61 1.48  -0.413
H4 -0.87 -2.52 1.59  0.226
H5 0.42 -3.48 0.85  0.199
C6 0.79 -1.35 0.83  -0.054
N2 0.11 -1.03 -0.40  -0.419
C7 -0.31 0.23 -0.68  0.701
O3 -0.24 1.19 0.05  -0.647
C8 -0.91 0.22 -2.07  -0.344
H6 -2.00 0.25 -2.00  0.244
C9 -0.37 1.25 -3.06  -0.317
C10 -1.41 2.28 -3.47  0.694
O4 -1.85 2.40 -4.59  -0.608
N3 -1.77 3.01 -2.38  -0.635
C11 -2.71 4.05 -2.28  0.216
C12 -3.42 4.53 -3.38  -0.252
C13 -4.33 5.55 -3.22  -0.264
C14 -4.52 6.09 -1.96  0.380
C15 -3.83 5.63 -0.85  -0.268
C16 -2.92 4.60 -1.02  -0.247
H7 -2.37 4.23 -0.17  0.218
H8 -4.01 6.07 0.11  0.231
F1 -5.42 7.09 -1.80  -0.328
H9 -4.88 5.94 -4.06  0.230
H10 -3.25 4.10 -4.35  0.257
H11 -1.32 2.77 -1.50  0.421
H12 0.49 1.77 -2.63  0.248
C17 0.18 0.29 -4.16  0.054
C18 -0.98 -0.49 -4.75  -0.175
C19 -1.31 -1.40 -3.84  -0.244
H13 -2.10 -2.12 -3.83  0.226
C20 -0.38 -1.11 -2.68  0.283
C21 -0.09 -1.99 -1.48  -0.243
H14 0.81 -2.59 -1.64  0.220
H15 -0.94 -2.65 -1.26  0.202
O5 0.80 -0.69 -3.34  -0.509
H16 -1.43 -0.27 -5.70  0.235
H17 0.88 0.74 -4.86  0.220
C22 2.31 -1.50 0.61  -0.412
H18 2.80 -0.55 0.86  0.223
C23 2.89 -2.62 1.48  -0.224
H19 2.72 -3.60 1.02  0.183
H20 3.96 -2.48 1.63  0.255
H21 2.52 -1.71 -0.44  0.212
H22 0.60 -0.50 1.49  0.239
H23 0.43 -2.06 3.55  0.215
H24 2.88 -4.08 6.92  0.207
H25 4.38 -3.64 6.08  0.225
H26 4.08 -3.06 7.73  0.215